(1)
Density functional theory data (the ωB97M-V functional and the def2-TZVPD basis) for C4H10OS in the gas phase.

```
16
Properties=species:S:1:pos:R:3
C 2.16410 -0.99634 0.29233
O 1.58727 0.19573 -0.17972
C 0.30763 0.48585 0.28755
C 0.04024 1.96114 -0.07497
S -0.85318 -0.63859 -0.56609
C -2.26360 -0.39362 0.51892
H 1.78167 -1.82207 -0.33894
H 3.19626 -0.86975 0.13778
H 1.94794 -1.26180 1.32953
H 0.19111 0.28936 1.34194
H 0.81949 2.56953 0.44582
H 0.27505 2.22562 -1.11817
H -0.94337 2.21118 0.28638
H -2.76835 0.56808 0.31148
H -1.99956 -0.45763 1.56871
H -3.03768 -1.14319 0.38768
```

Summary:
HOMO: -0.315 Ha
orbital gap: 9.53 eV
energy relative to the best compared isomer or geometry (same formula, charge and spin): 71.6 kJ/mol
max |F|: 0.0374 hartree/bohr
SMILES: CO[C@@H](C)SC
charge: 0
total energy: -631.79742 Eh

=====

(2)
Density functional theory data (the ωB97M-V functional and the def2-TZVPD basis) for 2 unconnected molecules or ions with the total composition C4H10OS.

```
16
Properties=species:S:1:pos:R:3
C -0.21272 -3.20378 2.11278
C 1.29590 -3.14488 1.92020
O 2.11030 -3.22433 2.79809
H -0.62431 -3.45269 1.13901
H -0.41780 -3.96451 2.86752
H -0.57902 -2.27890 2.55738
H 1.63094 -3.06025 0.86592
C -0.59170 3.52724 -1.84172
C 0.11471 2.23776 -1.37373
S -0.44219 0.73673 -2.26093
H -0.57943 4.22433 -1.00796
H -0.12557 3.97940 -2.71588
H -1.59474 3.22494 -2.13675
H -0.24009 2.04680 -0.36033
H 1.19828 2.29613 -1.33263
H -0.94256 0.05601 -1.23098
```

Summary:
HOMO: -0.338 Ha
orbital gap: 9.78 eV
energy relative to the best compared isomer or geometry (same formula, charge and spin): 78.3 kJ/mol
max |F|: 0.0212 hartree/bohr
SMILES: CC=O.CCS
charge: 0
total energy: -631.79485 Eh

=====

> energy relative to the best compared isomer or geometry (same formula, charge and spin) of number 1 (C4H10OS)?

71.6 kJ/mol